# 1
Density functional theory data (ωB97M-V/def2-TZVPD) for a cluster of 9 separate species, C27H66O21P4 in total.

Last column: Löwdin charge in e.
Atoms and positions in Å:
C (-70.652, 40.237, -59.254)  -0.08
O (-69.211, 40.382, -59.250)  -0.22
P (-68.551, 41.611, -60.037)  0.27
O (-69.484, 42.277, -60.888)  -0.20
O (-67.882, 42.609, -58.936)  -0.20
C (-68.447, 43.904, -58.646)  -0.09
O (-67.479, 40.948, -60.795)  -0.18
C (-67.674, 40.058, -61.936)  0.01
H (-70.946, 39.443, -58.432)  0.13
H (-70.869, 39.933, -60.212)  0.04
H (-71.202, 41.173, -59.138)  0.07
H (-67.772, 44.599, -58.143)  0.08
H (-69.428, 43.828, -58.122)  0.08
H (-69.115, 44.402, -59.381)  0.09
H (-67.597, 39.171, -61.485)  0.05
H (-67.132, 40.354, -62.667)  0.02
H (-68.793, 40.041, -62.264)  0.14
C (-64.429, 46.917, -56.084)  -0.14
O (-65.034, 46.186, -57.112)  -0.23
P (-64.687, 46.701, -58.680)  0.42
O (-64.931, 48.155, -58.720)  -0.25
O (-63.228, 46.474, -59.008)  -0.18
C (-62.254, 47.411, -58.739)  -0.10
O (-65.723, 45.961, -59.689)  -0.22
C (-65.292, 45.563, -61.036)  -0.09
H (-64.576, 46.474, -55.058)  0.11
H (-64.784, 47.942, -55.888)  0.11
H (-63.499, 46.918, -56.203)  -0.01
H (-62.324, 47.920, -57.812)  0.08
H (-62.370, 48.180, -59.523)  0.12
H (-61.300, 47.086, -58.658)  0.06
H (-66.129, 44.903, -61.266)  0.07
H (-64.298, 45.075, -61.027)  0.07
H (-65.243, 46.379, -61.938)  0.15
C (-69.121, 46.798, -66.240)  -0.12
O (-68.507, 45.574, -66.045)  -0.22
P (-66.999, 45.481, -65.509)  0.43
O (-66.427, 46.844, -65.312)  -0.25
O (-66.718, 44.661, -64.181)  -0.23
C (-67.259, 43.353, -64.079)  -0.11
O (-66.118, 44.641, -66.572)  -0.19
C (-66.590, 44.535, -67.813)  -0.20
H (-70.120, 46.837, -66.253)  0.04
H (-68.773, 47.072, -67.276)  0.12
H (-68.799, 47.545, -65.499)  0.10
H (-67.007, 42.551, -64.868)  0.11
H (-68.360, 43.530, -64.077)  0.10
H (-66.671, 42.976, -63.159)  0.11
H (-67.464, 43.752, -67.956)  0.11
H (-65.908, 43.740, -68.456)  0.15
H (-66.919, 45.371, -68.229)  0.03
C (-70.107, 45.829, -62.909)  -0.10
O (-70.671, 45.265, -61.735)  -0.23
P (-72.131, 44.486, -61.666)  0.52
O (-73.143, 45.478, -61.660)  -0.21
O (-72.248, 43.585, -63.053)  -0.19
C (-72.620, 42.324, -63.056)  -0.18
O (-72.227, 43.580, -60.278)  -0.24
C (-72.849, 44.009, -59.164)  -0.19
H (-70.632, 45.596, -63.959)  0.15
H (-69.138, 45.955, -62.663)  0.05
H (-70.523, 46.791, -62.885)  0.07
H (-71.909, 41.665, -62.857)  0.04
H (-72.845, 42.199, -64.138)  0.12
H (-73.455, 42.250, -62.455)  0.06
H (-74.030, 44.395, -59.052)  0.15
H (-72.223, 44.880, -59.057)  0.08
H (-72.907, 43.316, -58.349)  0.07
C (-70.138, 44.351, -54.573)  0.00
C (-69.720, 45.381, -55.659)  -0.47
C (-68.514, 46.163, -55.470)  -0.04
O (-70.465, 45.638, -56.636)  0.01
H (-70.036, 44.989, -53.592)  0.12
H (-69.656, 43.474, -54.525)  0.02
H (-71.280, 44.326, -54.570)  0.10
H (-67.872, 46.010, -56.241)  0.01
H (-68.001, 45.694, -54.614)  0.06
H (-68.514, 47.404, -55.416)  0.18
C (-64.769, 37.505, -64.291)  0.02
C (-64.359, 38.410, -63.091)  -0.38
C (-63.209, 39.472, -63.152)  0.00
O (-64.853, 38.264, -61.941)  0.00
H (-63.845, 37.184, -64.668)  0.07
H (-65.303, 38.025, -64.920)  0.02
H (-65.316, 36.688, -63.790)  0.10
H (-62.783, 39.731, -64.190)  0.11
H (-62.544, 39.400, -62.467)  -0.01
H (-63.794, 40.480, -62.867)  0.11
C (-65.082, 42.161, -52.951)  0.01
C (-65.965, 43.152, -53.851)  -0.47
C (-65.820, 42.972, -55.428)  -0.02
O (-66.663, 43.944, -53.347)  0.08
H (-65.257, 41.129, -52.902)  0.06
H (-65.273, 42.566, -52.002)  0.05
H (-64.159, 42.464, -53.240)  0.03
H (-66.466, 43.852, -55.853)  0.09
H (-66.263, 41.885, -55.674)  0.12
H (-64.722, 42.934, -55.790)  0.09
C (-64.268, 41.948, -60.604)  -0.01
C (-64.220, 42.298, -59.133)  -0.37
C (-64.703, 41.138, -58.222)  0.00
O (-64.105, 43.450, -58.690)  0.05
H (-63.389, 41.916, -60.986)  0.01
H (-64.877, 42.849, -61.025)  0.11
H (-64.769, 40.978, -60.689)  0.06
H (-65.655, 41.097, -58.008)  0.01
H (-64.317, 40.980, -57.372)  -0.01
H (-64.595, 40.021, -58.686)  0.15
C (-75.520, 38.286, -60.540)  0.00
C (-74.706, 39.626, -60.530)  -0.53
C (-75.428, 40.728, -59.754)  -0.05
O (-73.684, 39.771, -61.068)  0.10
H (-76.212, 38.217, -61.210)  0.01
H (-75.749, 38.129, -59.538)  0.06
H (-74.859, 37.531, -60.963)  0.09
H (-76.552, 40.899, -60.205)  0.12
H (-75.075, 41.784, -59.982)  0.06
H (-75.431, 40.484, -58.478)  0.16

The calculation puts the energy above the lowest of the compared OMol25 structures with the same formula, charge and spin at 99.1 kcal per mole. The value obtained for the HOMO-LUMO gap is 9.4 eV.


# 2
Density functional theory data (ωB97M-V/def2-TZVPD) for a cluster of 9 separate species, C27H67FO11 in total.

Last column: Löwdin charge in e.
Atoms and positions in Å:
O (15.883, 10.133, 11.832)  0.21
C (15.333, 9.349, 11.166)  -0.53
O (14.885, 8.094, 11.532)  0.06
C (14.295, 7.454, 10.427)  -0.07
C (14.216, 8.538, 9.367)  -0.28
F (12.942, 9.082, 9.243)  0.04
O (15.056, 9.538, 9.853)  0.12
H (14.975, 6.665, 10.077)  0.15
H (13.243, 7.190, 10.689)  0.14
H (14.527, 8.308, 8.394)  0.15
C (7.395, 14.242, 15.966)  -0.03
C (8.152, 15.206, 14.983)  -0.51
C (7.823, 16.547, 15.372)  -0.09
O (9.561, 15.095, 15.127)  -0.10
H (6.367, 14.492, 15.856)  0.06
H (7.749, 14.440, 16.970)  0.08
H (7.619, 13.225, 15.681)  0.07
H (7.869, 14.954, 13.935)  0.15
H (6.696, 16.733, 15.378)  0.11
H (8.185, 17.316, 14.636)  0.09
H (8.230, 16.775, 16.314)  0.07
H (9.917, 14.685, 14.277)  0.08
C (12.492, 16.279, 6.905)  -0.06
C (13.127, 15.625, 8.089)  -0.49
C (14.589, 15.362, 7.956)  -0.04
O (12.880, 16.368, 9.287)  -0.07
H (11.364, 16.447, 6.963)  0.10
H (12.593, 15.697, 6.011)  0.07
H (12.911, 17.286, 6.740)  0.09
H (12.639, 14.702, 8.380)  0.12
H (15.123, 16.264, 7.629)  0.10
H (14.817, 14.592, 7.296)  0.05
H (14.986, 15.095, 8.960)  0.07
H (12.232, 17.076, 9.222)  0.09
C (9.421, 12.477, 12.191)  -0.03
C (10.874, 13.019, 11.953)  -0.44
C (11.239, 13.447, 10.516)  -0.05
O (10.956, 14.099, 12.872)  -0.11
H (8.651, 13.225, 11.986)  0.08
H (9.497, 12.279, 13.255)  0.07
H (9.189, 11.608, 11.644)  0.05
H (11.585, 12.210, 12.291)  0.15
H (10.512, 14.244, 10.215)  0.09
H (10.971, 12.630, 9.876)  0.06
H (12.291, 13.918, 10.466)  0.08
H (11.846, 14.449, 13.038)  0.07
C (10.894, 20.110, 12.494)  -0.06
C (10.902, 18.559, 12.665)  -0.49
C (9.952, 17.883, 11.675)  -0.06
O (12.223, 18.012, 12.574)  -0.04
H (11.324, 20.269, 11.475)  0.08
H (11.408, 20.676, 13.264)  0.06
H (9.831, 20.576, 12.464)  0.10
H (10.462, 18.389, 13.662)  0.13
H (10.095, 16.741, 11.872)  0.11
H (10.272, 18.118, 10.660)  0.06
H (8.936, 18.231, 11.848)  0.07
H (12.480, 17.558, 13.342)  0.05
C (11.932, 16.619, 17.887)  -0.06
C (12.535, 15.460, 17.144)  -0.51
C (12.187, 14.064, 17.642)  -0.06
O (12.254, 15.446, 15.768)  -0.07
H (12.208, 17.471, 17.259)  0.08
H (12.387, 16.811, 18.862)  0.08
H (10.874, 16.685, 17.920)  0.06
H (13.604, 15.751, 17.193)  0.14
H (11.177, 13.743, 17.473)  0.06
H (12.315, 13.866, 18.728)  0.08
H (12.829, 13.252, 17.236)  0.09
H (11.370, 15.014, 15.706)  0.05
C (17.490, 12.755, 7.571)  -0.06
C (17.218, 12.440, 9.018)  -0.50
C (18.023, 13.310, 9.948)  -0.06
O (15.806, 12.682, 9.130)  -0.07
H (16.661, 12.407, 6.934)  0.09
H (18.420, 12.307, 7.216)  0.08
H (17.545, 13.822, 7.449)  0.07
H (17.414, 11.394, 9.366)  0.14
H (19.085, 12.978, 9.759)  0.10
H (17.726, 13.326, 10.991)  0.07
H (17.942, 14.374, 9.589)  0.09
H (15.485, 12.356, 9.962)  0.06
C (11.587, 7.551, 13.002)  -0.04
C (11.090, 8.439, 14.147)  -0.53
C (10.291, 7.775, 15.249)  -0.07
O (12.200, 9.142, 14.614)  -0.03
H (10.757, 7.338, 12.369)  0.07
H (11.958, 6.558, 13.378)  0.11
H (12.311, 8.044, 12.405)  0.04
H (10.346, 9.141, 13.732)  0.13
H (9.825, 8.534, 15.878)  0.08
H (10.894, 7.073, 15.939)  0.11
H (9.564, 7.119, 14.787)  0.07
H (12.021, 9.488, 15.493)  0.09
C (15.137, 16.674, 11.877)  -0.05
C (14.813, 15.196, 12.001)  -0.46
C (15.386, 14.583, 13.257)  -0.04
O (13.383, 14.928, 12.029)  -0.10
H (16.231, 16.750, 11.766)  0.09
H (14.822, 17.312, 12.716)  0.08
H (14.714, 17.109, 10.953)  0.07
H (15.191, 14.736, 11.066)  0.11
H (14.982, 15.191, 14.032)  0.06
H (16.492, 14.728, 13.274)  0.09
H (15.115, 13.527, 13.468)  0.09
H (12.996, 15.564, 11.406)  0.06

The value obtained for the HOMO-LUMO gap is 10.1 eV.